Model A:
14
Properties=species:S:1:pos:R:3:lowdin_charge:R:1 method="wB97M-V/def2-TZVPD" smiles="O=CC(O)(O)C(O)O" spin_multiplicity=1 charge=0
O -1.828 0.600 -0.132 0.036
O -0.770 -1.325 -0.924 -0.021
O 1.654 0.137 -0.795 0.058
O 0.649 1.584 0.661 0.073
O -0.611 -0.746 1.812 0.053
C 0.554 0.342 0.037 -0.545
C -0.745 0.211 -0.820 -0.306
C 0.322 -0.818 1.021 -0.131
H -1.824 0.059 0.734 0.131
H 2.395 0.634 -0.427 0.121
H 1.118 -1.575 1.081 0.147
H -0.663 0.702 -1.797 0.171
H -0.036 -1.612 -1.483 0.096
H -0.217 1.808 1.032 0.117


Model B:
14
Properties=species:S:1:pos:R:3:lowdin_charge:R:1 method="wB97M-V/def2-TZVPD" spin_multiplicity=1 charge=0
O -2.278 1.926 0.085 0.077
O 0.954 1.472 0.373 -0.038
O -2.276 -1.565 -0.560 -0.110
O -2.318 -0.776 0.643 -0.150
O -0.277 0.150 -1.058 0.062
C -0.167 1.122 -0.324 -0.502
C -1.174 2.134 -0.457 0.002
C 2.038 0.596 0.366 -0.070
H -1.452 -1.104 -1.071 0.126
H 2.381 0.668 -0.697 0.121
H -2.462 1.069 0.664 0.158
H 1.820 -0.338 0.752 0.061
H -2.977 -1.312 1.187 0.140
H 2.815 0.857 1.170 0.123


In terms of stability, model A leads; the second structure lies 0.1936 hartree higher.


Model A:
19
Properties=species:S:1:pos:R:3:lowdin_charge:R:1 method="wB97M-V/def2-TZVPD" spin_multiplicity=1 charge=+1
N 0.961 0.337 -0.913 -0.045
C -2.657 0.132 1.974 -0.136
C -1.113 -0.137 1.649 -0.167
C 2.451 0.416 -0.919 0.014
C 0.378 -0.764 -1.788 0.024
H 0.501 -0.444 -2.838 0.114
H -3.103 -0.819 2.282 0.061
H 0.554 1.258 -1.125 0.188
H -0.725 -0.853 -1.539 0.120
H 0.926 -1.644 -1.582 0.089
H -0.540 -0.665 2.456 0.084
H 2.701 1.232 -0.279 0.098
H -2.834 0.885 2.789 0.080
H -1.093 -0.768 0.735 0.035
H 2.833 0.610 -1.963 0.136
H -3.212 0.459 1.061 0.070
H 2.835 -0.479 -0.525 0.090
H 0.666 0.158 0.023 0.085
H -0.583 0.835 1.400 0.062


Model B:
19
Properties=species:S:1:pos:R:3:lowdin_charge:R:1 method="wB97M-V/def2-TZVPD" spin_multiplicity=1 charge=+1
N -1.022 -0.436 1.126 0.137
C 0.383 1.453 1.474 -0.088
C -0.457 -0.535 -2.141 -0.162
C 0.185 0.011 2.007 -0.123
C 1.046 -0.502 -2.357 -0.135
H 0.254 1.639 0.437 0.046
H -0.859 0.000 -3.024 0.097
H -0.205 2.235 2.114 0.120
H -0.776 -0.683 0.117 0.111
H -1.292 -1.412 1.274 0.158
H -0.709 0.199 -1.304 0.045
H -1.024 -1.341 -1.798 0.041
H 1.412 0.464 -2.684 0.079
H 1.476 1.761 1.687 0.116
H 1.368 -1.048 -3.149 0.031
H -0.011 -0.036 3.070 0.126
H -1.953 0.090 1.070 0.209
H 1.515 -0.807 -1.354 0.092
H 1.018 -0.569 1.754 0.100


Model C:
19
Properties=species:S:1:pos:R:3:lowdin_charge:R:1 method="wB97M-V/def2-TZVPD" spin_multiplicity=1 charge=+1
N 0.315 -0.607 -1.523 0.138
C -1.059 0.186 -1.530 -0.147
C 1.281 -0.298 1.993 -0.175
C 1.528 1.165 1.765 -0.189
C -2.241 -0.456 -0.769 -0.039
H 2.139 1.495 2.627 0.092
H 0.654 -0.767 1.303 -0.003
H 0.690 -1.021 -2.498 0.224
H 0.659 -0.381 2.943 0.106
H 0.309 -1.343 -0.794 0.131
H -1.269 0.349 -2.601 0.134
H 2.163 1.301 0.887 0.053
H 1.069 0.213 -1.130 0.238
H -2.179 -1.221 -0.134 0.025
H -2.334 0.367 0.071 0.130
H 0.627 1.716 1.545 0.057
H 2.338 -0.631 2.033 0.093
H -0.946 1.069 -1.074 0.057
H -3.178 -0.476 -1.266 0.076


In terms of stability, model A leads; the second structure lies 0.0416 hartree higher.


Model A:
8
Properties=species:S:1:pos:R:3:lowdin_charge:R:1 method="wB97M-V/def2-TZVPD" smiles="[H]/N=C(/C)I" spin_multiplicity=1 charge=0
I -2.205 -0.865 0.038 0.811
N 0.798 -1.400 -0.787 0.007
C -0.194 -0.330 -0.142 -0.803
C 0.263 0.955 0.371 -0.204
H 0.243 -2.209 -1.042 -0.050
H 1.265 1.182 0.022 0.080
H 0.264 0.923 1.465 0.087
H -0.434 1.743 0.076 0.072


Model B:
8
Properties=species:S:1:pos:R:3:lowdin_charge:R:1 method="wB97M-V/def2-TZVPD" smiles="C1=NC1.I" spin_multiplicity=1 charge=0
I -0.339 -3.811 -2.660 0.362
N 0.787 0.888 -0.445 0.089
C 0.132 -0.170 -0.316 -0.127
C -0.324 0.958 0.470 -0.230
H 0.680 -4.149 -3.879 -0.332
H -0.103 1.150 1.596 0.106
H 0.307 -1.247 -0.381 0.080
H -1.178 1.560 0.317 0.052


In terms of stability, model A leads; the second structure lies 0.0141 hartree higher.


Model A:
19
Properties=species:S:1:pos:R:3:lowdin_charge:R:1 method="wB97M-V/def2-TZVPD" spin_multiplicity=1 charge=+1
O -0.270 -0.593 1.682 -0.108
N -2.274 0.382 -1.280 -0.026
N 2.766 -1.059 -0.083 0.218
N 1.998 1.029 -0.864 0.184
C 2.288 0.148 0.097 -0.172
C -1.274 -0.798 0.581 -0.196
C -1.700 0.577 0.069 -0.283
H -0.751 -1.355 -0.186 0.102
H -2.110 -1.394 0.953 0.122
H -2.433 1.020 0.777 0.124
H 2.940 -1.511 0.813 0.151
H 1.640 0.699 -1.739 0.131
H 2.045 0.439 1.126 0.157
H 1.687 1.969 -0.539 0.155
H 2.842 -1.564 -0.932 0.136
H -0.793 -0.320 2.411 0.057
H -0.830 1.203 -0.034 0.080
H -2.630 1.304 -1.613 0.085
H -3.141 -0.176 -1.239 0.081


Model B:
19
Properties=species:S:1:pos:R:3:lowdin_charge:R:1 method="wB97M-V/def2-TZVPD" spin_multiplicity=1 charge=+1
O 2.032 -0.504 -0.201 0.000
N 4.164 0.210 0.085 0.168
N -0.912 0.823 -0.240 -0.127
N -0.643 -0.607 -0.376 -0.024
C 2.838 0.369 -0.143 -0.374
C -0.882 -1.064 1.015 -0.034
C -2.300 1.165 -0.348 -0.108
H -1.835 -0.550 1.259 0.082
H -1.076 -2.102 1.419 0.127
H -0.507 1.148 0.664 0.140
H -2.776 0.568 -1.178 0.110
H 2.392 1.434 -0.165 0.163
H 4.489 -0.719 0.288 0.120
H 0.469 -0.638 -0.541 0.138
H -0.054 -0.602 1.574 0.100
H -2.339 2.282 -0.494 0.119
H -1.305 -0.948 -1.164 0.219
H -2.878 0.926 0.556 0.075
H 4.719 0.975 0.404 0.108


In terms of stability, model A leads; the second structure lies 0.0464 hartree higher.


Model A:
19
Properties=species:S:1:pos:R:3:lowdin_charge:R:1 method="wB97M-V/def2-TZVPD" spin_multiplicity=1 charge=+1
O -0.578 2.687 0.474 -0.024
N -0.831 -0.231 -2.250 0.129
N 0.413 0.196 -0.168 0.082
N -0.381 -1.859 -0.556 0.146
C 1.291 -0.255 1.001 -0.201
C 0.504 -0.556 2.197 -0.109
C -0.235 -0.557 -1.046 -0.396
H -0.289 -0.800 -3.118 0.224
H -0.575 -0.559 1.924 0.089
H 0.580 -1.583 2.624 0.100
H -1.273 0.607 -2.543 0.091
H -0.626 -2.617 -1.192 0.113
H 0.199 1.247 -0.252 0.133
H -1.217 3.403 0.374 0.081
H 2.027 0.531 1.174 0.119
H 1.929 -1.157 0.643 0.154
H -0.651 -2.195 0.425 0.154
H 0.077 2.923 1.100 0.042
H 0.673 0.170 2.958 0.072


Model B:
19
Properties=species:S:1:pos:R:3:lowdin_charge:R:1 method="wB97M-V/def2-TZVPD" smiles=C[C@]([NH3+])(CO)NN spin_multiplicity=1 charge=+1
O -2.118 0.910 0.067 -0.064
N 1.416 0.075 -0.096 -0.067
N -0.327 -0.036 1.509 0.191
N 1.743 1.450 -0.330 0.060
C 0.091 -0.336 -0.058 -0.408
C -0.088 -1.767 -0.375 -0.010
C -1.067 0.723 -0.812 -0.156
H 2.489 1.780 0.211 0.074
H -0.467 1.629 -0.804 0.087
H -0.891 -2.044 0.241 0.072
H 2.016 1.619 -1.248 0.073
H -1.289 -0.343 1.780 0.154
H 0.163 -0.404 2.328 0.157
H -0.486 -1.824 -1.332 0.071
H -0.216 1.002 1.658 0.172
H -1.142 0.610 -1.936 0.152
H 2.045 -0.641 -0.488 0.148
H -2.695 0.083 0.019 0.149
H 0.823 -2.487 -0.335 0.146


In terms of stability, model A leads; the second structure lies 0.0652 hartree higher.


Model A:
19
Properties=species:S:1:pos:R:3:lowdin_charge:R:1 method="wB97M-V/def2-TZVPD" spin_multiplicity=1 charge=+1
O -1.498 -0.704 2.008 0.086
N -0.006 0.354 -3.653 0.026
N 0.199 -0.358 -1.269 -0.006
N 0.378 0.860 1.145 0.122
C -0.439 -0.943 2.515 -0.205
C 0.776 -0.092 2.201 -0.110
C 0.289 0.719 -2.312 -0.336
H -0.931 -0.019 -3.794 0.079
H 0.772 -1.138 -1.588 0.102
H -0.392 1.509 -1.997 0.114
H -0.326 -1.730 3.264 0.139
H 0.968 1.691 1.097 0.166
H 1.300 1.115 -2.264 0.117
H 1.577 -0.723 1.825 0.138
H -0.755 -0.727 -1.281 0.102
H 1.122 0.442 3.086 0.142
H 0.304 0.352 0.157 0.088
H 0.673 -0.259 -4.072 0.078
H -0.590 1.178 1.330 0.159


Model B:
19
Properties=species:S:1:pos:R:3:lowdin_charge:R:1 method="wB97M-V/def2-TZVPD" spin_multiplicity=1 charge=+1
O -0.764 -1.364 -1.430 -0.160
N 1.240 1.308 1.795 0.233
N -0.527 0.743 0.497 0.058
N 1.482 -0.435 0.319 0.207
C -1.537 1.236 1.478 -0.019
C 0.721 0.489 0.910 -0.455
C 0.044 -1.487 -2.610 -0.110
H 1.108 -1.354 0.141 0.121
H -0.975 0.070 -0.109 0.104
H -1.490 -1.998 -1.481 0.101
H -1.486 0.603 2.357 0.101
H 0.742 2.146 2.049 0.127
H -0.496 -1.076 -3.460 0.085
H 0.931 -0.875 -2.543 0.074
H 0.229 -2.537 -2.812 0.089
H 2.179 1.241 2.127 0.136
H 2.440 -0.240 0.103 0.130
H -2.486 1.247 0.956 0.097
H -1.354 2.283 1.716 0.084


In terms of stability, model B leads; the second structure lies 0.0265 hartree higher.